Density functional theory data (ωB97M-V/def2-TZVPD) for an isolated molecule of C23H20FN3O3.

Cartesian coordinates (Å):
O  -2.45648  -1.84314  0.47730
C  -2.13559  -1.78377  -0.68862
C  -1.72982  -3.01861  -1.47868
C  -0.41700  -2.89957  -2.25541
C  0.79966  -2.65997  -1.35927
N  0.73855  -1.40804  -0.61973
C  0.85962  -0.23270  -1.28100
O  0.89849  -0.15514  -2.49340
C  1.04028  0.99726  -0.38907
C  2.53569  1.09296  -0.13567
C  3.37426  1.34101  -1.21732
C  4.74293  1.40338  -1.03719
C  5.28727  1.22127  0.22405
C  4.45543  0.97779  1.30181
C  3.08332  0.91012  1.12523
O  0.26018  0.97619  0.78599
C  0.17245  -0.23034  1.40938
C  -0.25799  -0.30070  2.72479
C  -0.32246  -1.54167  3.34034
C  0.05743  -2.65865  2.61946
N  0.43413  -2.60583  1.35194
C  0.46809  -1.43229  0.75148
N  -2.13708  -0.63561  -1.42735
C  -2.31556  0.67669  -0.98576
C  -2.01411  1.70861  -1.87500
C  -2.14029  3.02783  -1.48555
C  -2.56557  3.34733  -0.20710
C  -2.86463  2.31053  0.65658
F  -3.27967  2.60402  1.90631
C  -2.75860  0.98152  0.29671
H  -2.54085  -3.24696  -2.17578
H  -1.65918  -3.83687  -0.76005
H  -0.24802  -3.83706  -2.78899
H  -0.46375  -2.10582  -3.00274
H  0.88895  -3.44795  -0.61101
H  1.69654  -2.62870  -1.98422
H  0.70511  1.87853  -0.94809
H  2.94502  1.47456  -2.19909
H  5.38643  1.59684  -1.88238
H  6.35658  1.27082  0.36520
H  4.87151  0.83805  2.28846
H  2.44530  0.72997  1.97705
H  -0.54208  0.60741  3.23279
H  -0.66292  -1.63124  4.35887
H  0.04708  -3.64797  3.05358
H  -1.82985  -0.70701  -2.38810
H  -1.66134  1.46930  -2.86791
H  -1.89844  3.81604  -2.18218
H  -2.66243  4.36985  0.11958
H  -2.99615  0.20484  1.00332

Atomic forces in eV per Å
O -0.1 0.0 0.2
C -0.1 -0.5 -0.3
C 0.1 -0.1 0.0
C 0.0 0.1 0.2
C 0.1 -0.2 -0.5
N 0.0 -0.2 -0.1
C -0.2 0.3 0.1
O 0.1 0.1 -0.1
C 0.3 0.2 -0.5
C 0.0 0.1 0.1
C 0.0 0.0 0.0
C 0.0 0.0 0.0
C 0.1 0.0 0.0
C 0.1 0.0 0.0
C -0.1 0.1 0.0
O 0.0 -0.1 0.2
C 0.0 -0.4 0.4
C 0.2 0.0 -0.5
C 0.0 0.0 -0.1
C -0.1 0.0 0.3
N 0.1 0.2 -0.3
C 0.0 0.3 0.6
N 0.0 0.1 -0.4
C -0.2 0.4 0.2
C 0.0 -0.1 -0.1
C 0.0 -0.1 0.0
C -0.1 0.0 0.3
C 0.1 0.0 -0.3
F 0.0 0.0 -0.1
C -0.2 0.1 0.2
H 0.0 0.0 0.0
H -0.1 0.1 0.0
H 0.0 0.0 0.0
H 0.0 -0.1 -0.1
H 0.1 0.1 -0.2
H -0.1 0.0 0.1
H 0.0 -0.3 0.0
H 0.0 0.0 -0.1
H 0.1 0.0 -0.1
H 0.1 0.0 0.0
H 0.0 0.0 0.1
H 0.0 0.0 0.0
H 0.0 0.1 0.1
H 0.0 0.0 0.1
H 0.0 0.0 0.2
H 0.0 -0.1 0.2
H 0.1 0.0 -0.1
H 0.0 0.1 -0.1
H 0.0 0.1 0.1
H 0.0 0.0 0.0

Values from the calculation:
2S+1	1
total charge	0
relative energy (zero: lowest compared OMol25 entry of this formula, charge and spin)	0.000	eV
E	-37507.446	eV
E_HOMO	-8.3	eV
gap between HOMO and LUMO	9.1	eV

Computed Löwdin charges, given in elementary charges: 0.0808, -0.4655, -0.0887, -0.1615, -0.1119, 0.0594, -0.3927, 0.0882, -0.1602, -0.1441, -0.0263, -0.0745, -0.0891, -0.0726, -0.0112, 0.0259, -0.2161, 0.0222, -0.0512, -0.1329, 0.1400, -0.2121, 0.1503, -0.2187, -0.0412, -0.0771, -0.0174, -0.2652, 0.0618, 0.0565, 0.1249, 0.1246, 0.1177, 0.0956, 0.1156, 0.1346, 0.1659, 0.1170, 0.1036, 0.1010, 0.1041, 0.1122, 0.1288, 0.1028, 0.1066, 0.1356, 0.1152, 0.1080, 0.1145, 0.1169

Density functional theory data (ωB97M-V/def2-TZVPD) for a structure of composition C23H20I2N5OTi.

Cartesian coordinates (Å):
Ti  -0.28078  0.35842  0.06994
I  -2.99573  -4.28148  5.55065
C  -2.09929  -2.92993  4.26788
C  -1.21399  -1.97855  4.77015
C  -0.60947  -1.06360  3.91905
I  0.67243  0.39444  4.64992
C  -0.90189  -1.14010  2.56776
O  -0.36665  -0.23013  1.68007
C  -1.78325  -2.07694  2.03618
C  -2.02647  -2.12958  0.55375
N  -2.10878  -0.76633  -0.09213
C  -3.14969  0.11229  0.52491
C  -2.89241  1.56224  0.20515
C  -3.89342  2.50706  0.14853
C  -3.55938  3.83804  -0.07930
C  -2.22796  4.19604  -0.26399
C  -1.27061  3.21075  -0.21386
N  -1.59445  1.91928  0.02253
C  -2.38951  -2.96946  2.90263
H  -1.00056  -1.94551  5.83006
H  -1.21883  -2.66127  0.04002
H  -2.95093  -2.67064  0.34716
H  -2.37450  -0.93617  -1.05990
H  -4.14512  -0.19391  0.20112
H  -3.10684  -0.02477  1.60768
H  -4.92477  2.21027  0.28672
H  -4.33569  4.59170  -0.11797
H  -1.93906  5.22116  -0.44788
H  -0.22014  3.43505  -0.36248
H  -3.08369  -3.70810  2.52178
N  2.23882  -0.92597  -1.72416
C  1.10155  -0.77563  -2.49101
C  1.11768  -1.27016  -3.80158
C  0.03703  -1.05809  -4.61612
C  -1.05947  -0.33129  -4.12456
C  -1.03002  0.08048  -2.82855
N  0.01907  -0.16270  -1.97679
C  2.67348  -0.10080  -0.70434
C  4.03719  0.02294  -0.44400
C  4.45190  0.85876  0.56698
C  3.50655  1.56363  1.32408
C  2.18781  1.37247  1.03912
N  1.76280  0.55381  0.03236
H  2.97681  -1.44915  -2.17512
H  1.99691  -1.78559  -4.16556
H  0.04338  -1.42238  -5.63521
H  -1.90917  -0.09946  -4.75042
H  -1.85128  0.65668  -2.41976
H  4.75306  -0.51911  -1.04770
H  5.50874  0.97113  0.77225
H  3.80098  2.22133  2.12873
H  1.41471  1.84451  1.64153

Atomic forces in eV per Å
Ti 0.1 0.0 0.0
I 0.0 0.0 0.0
C 0.0 0.0 0.0
C 0.0 0.0 0.0
C 0.0 0.0 0.0
I 0.0 0.0 0.0
C 0.0 0.0 0.0
O 0.0 0.0 0.0
C 0.0 0.0 0.0
C 0.0 0.0 0.0
N 0.0 0.0 0.0
C 0.0 0.0 0.0
C 0.0 0.0 0.0
C 0.0 0.0 0.0
C 0.0 0.0 0.0
C 0.0 0.0 0.0
C 0.0 0.0 0.0
N 0.0 0.0 0.0
C 0.0 0.0 0.0
H 0.0 0.0 0.0
H 0.0 0.0 0.0
H 0.0 0.0 0.0
H 0.0 0.0 0.0
H 0.0 0.0 0.0
H 0.0 0.0 0.0
H 0.0 0.0 0.0
H 0.0 0.0 0.0
H 0.0 0.0 0.0
H 0.0 0.0 0.0
H 0.0 0.0 0.0
N 0.0 0.0 0.0
C 0.0 0.0 0.0
C 0.0 0.0 0.0
C 0.0 0.0 0.0
C 0.0 0.0 0.0
C 0.0 0.0 0.0
N 0.0 0.0 0.0
C 0.0 0.0 0.0
C 0.0 0.0 0.0
C 0.0 0.0 0.0
C 0.0 0.0 0.0
C 0.0 0.0 0.0
N 0.0 0.0 0.0
H 0.0 0.0 0.0
H 0.0 0.0 0.0
H 0.0 0.0 0.0
H 0.0 0.0 0.0
H 0.0 0.0 0.0
H 0.0 0.0 0.0
H 0.0 0.0 0.0
H 0.0 0.0 0.0
H 0.0 0.0 0.0

Values from the calculation:
2S+1	1
total charge	+3
relative energy (zero: lowest compared OMol25 entry of this formula, charge and spin)	0.000	eV
E	-72967.493	eV
E_HOMO	-15.7	eV
gap between HOMO and LUMO	4.7	eV

Computed Löwdin charges, given in elementary charges: 1.2486, 1.0504, -0.7109, -0.1736, -0.6319, 1.0637, -0.3276, -0.2035, -0.1701, -0.0658, -0.1126, -0.0657, -0.2176, 0.0482, 0.0467, 0.0173, -0.0532, -0.0263, -0.0732, 0.1026, 0.1480, 0.1509, 0.1215, 0.1604, 0.1513, 0.1469, 0.1460, 0.1406, 0.1357, 0.1185, 0.1580, -0.2466, 0.0475, 0.0305, 0.0012, -0.1170, -0.0007, -0.2429, 0.0529, 0.0369, 0.0052, -0.1111, -0.0123, 0.1670, 0.1425, 0.1452, 0.1372, 0.1132, 0.1429, 0.1456, 0.1387, 0.1009

Density functional theory data (ωB97M-V/def2-TZVPD) for a structure of composition C23H20N10O2RuS.

Cartesian coordinates (Å):
Ru  -0.39181  0.95678  0.03312
S  -2.37281  -0.24334  -0.35958
C  -1.40696  -1.43000  -1.10979
N  -1.56860  -2.73383  -0.96757
N  -2.70142  -3.25305  -0.57126
C  -3.98558  -3.10599  -1.12391
C  -4.24709  -2.27482  -2.20964
C  -5.53766  -2.20864  -2.70045
C  -6.55594  -2.96185  -2.12583
C  -6.28015  -3.80319  -1.05458
C  -4.99507  -3.88194  -0.55342
N  -0.28959  -1.08287  -1.89053
N  0.16953  0.05578  -1.64475
C  1.12362  0.52292  -2.62249
C  1.72183  1.75343  -2.40310
C  2.61743  2.25863  -3.33149
C  2.91727  1.52396  -4.46818
C  2.32319  0.28376  -4.67769
C  1.42554  -0.22296  -3.75749
H  -2.58201  -4.01716  0.08367
H  -3.45793  -1.70856  -2.67958
H  -5.75035  -1.56706  -3.54530
H  -7.56078  -2.90324  -2.52185
H  -7.06502  -4.40405  -0.61547
H  -4.76785  -4.53815  0.27973
H  1.50237  2.29042  -1.49265
H  3.09012  3.21683  -3.16213
H  3.62290  1.91318  -5.19093
H  2.56284  -0.29007  -5.56259
H  0.95717  -1.18402  -3.90660
N  -0.82515  3.43093  -0.10754
N  -1.38167  3.81448  1.11204
C  -1.47711  2.96069  2.15949
N  -1.97410  3.46788  3.28045
N  -1.06629  1.71659  1.92888
N  -1.13350  0.76691  2.96131
O  -1.54264  1.06748  4.07842
O  -0.77278  -0.32926  2.64289
H  0.06736  3.89425  -0.24085
H  -1.45499  3.64982  -0.86988
H  -1.64466  4.77733  1.24796
H  -2.25453  4.43076  3.33513
H  -2.05085  2.85151  4.07800
N  7.76873  -1.53242  4.98871
C  6.86687  -1.16344  4.37986
C  5.73042  -0.69888  3.61250
C  5.81146  -0.63448  2.22569
C  4.72735  -0.18177  1.49594
C  3.55497  0.21504  2.14049
C  3.48559  0.14467  3.53304
C  4.56549  -0.31170  4.26721
C  2.41796  0.67168  1.38181
C  1.47594  1.02832  0.69726
H  6.72120  -0.94212  1.72826
H  4.77941  -0.13070  0.41658
H  2.57385  0.44428  4.03273
H  4.51449  -0.36874  5.34595

Atomic forces in eV per Å
Ru -1.0 1.5 -0.2
S 0.6 1.1 1.1
C 0.2 -1.8 -1.3
N 1.0 0.8 -0.4
N -0.4 -0.2 0.8
C -0.1 0.4 0.3
C 0.0 -0.1 0.2
C -0.2 -0.1 0.0
C 0.0 0.0 -0.1
C 0.0 0.1 -0.1
C 0.0 0.2 0.0
N -0.5 -0.5 0.8
N 0.4 0.1 -1.0
C 0.0 0.1 0.3
C 0.0 0.0 -0.1
C 0.0 0.0 0.0
C 0.1 0.0 -0.1
C 0.0 0.1 0.0
C -0.1 -0.1 0.0
H 0.1 -0.3 -0.6
H 0.0 0.1 0.0
H 0.0 0.0 0.0
H 0.0 0.0 0.0
H 0.0 0.0 0.0
H 0.0 0.0 0.0
H 0.1 0.1 0.0
H 0.0 0.0 0.0
H 0.0 0.0 0.0
H 0.0 0.0 0.0
H 0.0 0.0 0.0
N 0.5 -0.9 0.0
N -0.1 0.1 0.0
C 0.1 0.0 -0.1
N 0.1 -0.2 0.0
N -0.1 -0.2 0.4
N -0.2 0.2 0.2
O 0.1 0.1 -0.4
O 0.2 -0.3 -0.1
H 0.0 0.0 -0.1
H -0.1 -0.1 -0.1
H 0.1 0.0 -0.1
H 0.0 0.0 0.0
H 0.0 0.0 0.0
N -0.1 0.0 0.0
C -0.2 0.1 -0.1
C 0.3 -0.1 0.2
C 0.0 0.0 -0.1
C 0.1 0.0 -0.1
C -0.3 0.2 -0.2
C 0.0 0.0 0.1
C -0.1 0.0 0.0
C 0.8 -0.2 0.3
C -1.3 -0.1 0.5
H 0.0 0.0 0.0
H 0.0 0.0 0.0
H 0.0 0.0 0.0
H 0.0 0.0 0.0

Values from the calculation:
2S+1	2
total charge	+1
relative energy (zero: lowest compared OMol25 entry of this formula, charge and spin)	2.239	eV
E	-56574.171	eV
E_HOMO (spin up / spin down)	-10.1 / -10.0	eV
gap between HOMO and LUMO (spin up / spin down)	4.7 / 4.7	eV

Computed Löwdin charges, given in elementary charges: 0.9985, 0.7050, -0.7880, 0.0696, 0.0053, -0.2491, -0.0581, -0.0719, -0.0789, -0.0717, -0.0239, 0.0651, -0.1647, -0.2342, -0.0562, -0.0652, -0.0626, -0.0563, -0.0120, 0.1568, 0.0927, 0.1096, 0.1063, 0.1110, 0.1165, 0.0549, 0.1101, 0.1126, 0.1138, 0.1109, 0.0354, 0.0026, -0.3764, 0.2191, -0.0016, -0.4059, 0.0589, 0.0627, 0.1095, 0.1173, 0.1613, 0.1315, 0.1019, 0.1710, -0.1682, -0.2178, -0.0125, -0.0131, -0.2430, -0.0143, -0.0124, -0.0786, -0.1637, 0.1257, 0.1213, 0.1179, 0.1254

Density functional theory data (ωB97M-V/def2-TZVPD) for a structure of composition C23H20N6O6S3Tl.

Cartesian coordinates (Å):
Tl  -1.10506  -0.82144  0.40249
C  2.82749  -4.78066  0.42699
O  1.85385  -4.75326  1.46438
C  0.87842  -3.82727  1.31087
O  0.78061  -3.11030  0.34575
N  0.04522  -3.90726  2.38515
N  -0.91811  -2.93778  2.62578
H  3.44457  -5.65283  0.62537
H  3.43860  -3.87865  0.45525
H  2.35212  -4.86976  -0.54908
H  0.36202  -4.49295  3.14102
H  -0.63670  -2.29989  3.36017
H  -1.81490  -3.35659  2.82123
O  -3.54245  2.69900  -1.55270
C  -2.77276  1.79168  -1.18969
O  -2.92203  0.99074  -0.23597
C  -1.53460  1.59253  -2.09832
C  -1.31102  2.53254  -3.13385
C  -0.27807  2.34853  -4.00219
C  0.56988  1.22829  -3.83706
C  1.66165  0.95064  -4.68832
C  2.44794  -0.14573  -4.46974
C  2.19175  -0.99675  -3.37620
C  1.14354  -0.75572  -2.53383
C  0.29424  0.35337  -2.75726
N  -0.76941  0.54259  -1.93189
H  -1.98891  3.37127  -3.19561
H  -0.08958  3.04254  -4.81378
H  1.86465  1.62314  -5.51400
H  3.27469  -0.36485  -5.13366
H  2.84123  -1.84516  -3.20224
H  0.94047  -1.39396  -1.68238
S  -3.07438  -3.19924  -1.41062
C  -4.26787  -2.04272  -1.42078
N  -4.30506  -1.13135  -2.46346
C  -5.21206  -0.14229  -2.53325
C  -6.18517  -0.06007  -1.58773
C  -6.16332  -1.04343  -0.58636
N  -5.26775  -1.99628  -0.51019
H  -3.51946  -1.16749  -3.09630
H  -5.12184  0.55938  -3.34818
H  -6.88841  0.75562  -1.58312
H  -6.93320  -1.05534  0.17969
O  1.97423  0.16585  5.65366
S  2.73358  0.39919  4.44880
O  3.99486  -0.29440  4.35972
N  1.82394  0.14426  3.10961
C  1.67237  1.24856  2.41558
S  0.92830  1.37994  0.91102
C  2.27563  2.46602  3.03879
C  2.19741  3.77542  2.59208
C  2.85846  4.75890  3.31377
C  3.58827  4.43729  4.45401
C  3.64346  3.12746  4.91453
C  2.96920  2.16230  4.19796
H  1.62638  3.99616  1.70124
H  2.80928  5.78906  2.98383
H  4.11378  5.21681  4.99122
H  4.20005  2.87434  5.80783

Atomic forces in eV per Å
Tl -0.3 0.2 0.1
C 0.1 0.0 -0.1
O 0.0 -0.1 0.1
C -0.1 0.0 -0.1
O 0.0 0.0 0.1
N 0.0 -0.1 0.2
N 0.1 0.0 0.0
H 0.0 0.0 0.0
H 0.0 0.0 0.0
H 0.0 0.0 0.0
H 0.1 0.0 0.0
H 0.1 0.0 0.0
H 0.0 0.0 -0.1
O 0.1 -0.1 -0.1
C -0.4 -0.1 0.0
O 0.2 -0.1 -0.1
C 0.0 -0.1 0.0
C 0.1 0.2 -0.2
C -0.1 0.0 0.2
C 0.0 -0.1 0.2
C 0.1 -0.1 0.0
C 0.0 0.1 -0.1
C 0.0 -0.1 0.1
C 0.0 0.0 0.0
C 0.1 0.1 -0.3
N -0.1 0.2 0.1
H 0.0 0.0 0.0
H 0.0 0.0 0.0
H 0.0 0.0 0.0
H 0.0 0.0 0.0
H 0.0 0.0 0.0
H 0.0 -0.1 0.0
S 0.2 0.0 0.0
C 0.1 -0.4 -0.5
N 0.0 0.2 0.4
C 0.0 0.1 0.1
C 0.0 0.2 -0.1
C 0.2 -0.2 -0.1
N -0.3 0.2 0.4
H 0.0 0.0 0.0
H 0.1 0.0 0.0
H -0.1 0.0 0.0
H 0.0 0.0 0.0
O -0.1 0.1 -0.1
S 0.2 0.1 0.3
O 0.0 0.1 -0.2
N 0.2 0.0 0.3
C -0.1 -0.2 -0.3
S 0.0 0.1 -0.1
C 0.2 0.2 0.2
C 0.0 -0.1 0.0
C 0.0 0.0 0.0
C 0.0 0.0 0.0
C 0.1 -0.1 0.2
C -0.3 -0.3 -0.4
H 0.0 0.0 0.0
H 0.0 0.0 0.0
H 0.0 0.0 0.0
H 0.0 0.0 0.0

Values from the calculation:
2S+1	1
total charge	-1
relative energy (zero: lowest compared OMol25 entry of this formula, charge and spin)	1.239	eV
E	-82603.623	eV
E_HOMO	-4.7	eV
gap between HOMO and LUMO	7.0	eV

Computed Löwdin charges, given in elementary charges: 0.7624, -0.0550, -0.0416, -0.5705, -0.0075, -0.0013, 0.0001, 0.0872, 0.0990, 0.0912, 0.1458, 0.0902, 0.0892, -0.0315, -0.6707, -0.1833, -0.1830, 0.0021, -0.0091, -0.1589, -0.0487, -0.0934, -0.0748, -0.0050, -0.2147, 0.0804, 0.1089, 0.1107, 0.1061, 0.0959, 0.1015, 0.0821, 0.5454, -0.8987, 0.0740, -0.0690, -0.0474, -0.1162, 0.0682, 0.1333, 0.1342, 0.1042, 0.1108, -0.3303, 0.6166, -0.3262, -0.1096, -0.8442, 0.5681, -0.2432, -0.0398, -0.0802, -0.0897, -0.0501, -0.2105, 0.0876, 0.0982, 0.0966, 0.1143